Entry 1:
# C8H19N4

A 2-piece molecular cluster, C8H19N4 overall at a distorted geometry (ωB97M-V/def2-TZVPD, OMol25).

Computed properties:
Frontier orbital gap (alpha / beta), eV: 4.590 / 8.195
2S+1: 3
Calculated total energy, hartree: -534.7821
Energy relative to the best compared isomer or geometry (same formula, charge and spin), kJ/mol: 0.0
⟨S²⟩: 2.008
Highest occupied orbital energy (alpha / beta), Eh: -0.2833 / -0.4453
Charge: +1

```
31
C8H19N4 ωB97M-V/def2-TZVPD
C -1.922 0.526 1.853
C 2.220 -0.685 0.011
C 1.760 0.631 -0.557
C 0.197 -0.970 -1.280
C 0.890 -1.541 -0.093
C 0.947 1.928 -3.446
C -0.604 -2.071 1.780
C 0.069 1.361 -2.325
N 0.573 0.312 -1.392
N -1.243 0.990 2.873
N -2.767 -0.406 2.082
N -0.262 -1.184 0.679
H 2.895 -1.089 -0.674
H 2.792 -0.631 0.936
H 1.491 1.319 0.328
H 2.547 1.296 -1.023
H -0.536 -1.440 -1.850
H -1.554 0.739 0.759
H 1.009 -2.666 -0.364
H 1.118 1.184 -4.313
H 0.265 2.795 -3.766
H 1.868 2.307 -3.097
H 0.249 -2.584 2.178
H -1.349 -2.854 1.599
H -1.089 -1.471 2.582
H -0.269 2.181 -1.700
H -0.761 1.025 -2.880
H -1.411 0.790 3.838
H -0.845 1.963 2.782
H -3.068 -0.722 3.095
H -3.210 -1.031 1.384
```

Atom charges from the Löwdin analysis, given in e for atoms 1 to 6: -0.272 -0.085 -0.165 -0.158 -0.304 -0.082


Entry 2:
# C30H47BrCl2N3O6RuSi

C30H47BrCl2N3O6RuSi as an isolated structure at a distorted geometry (ωB97M-V/def2-TZVPD, OMol25).

Computed properties:
Frontier orbital gap (alpha / beta), eV: 6.967 / 6.441
2S+1: 6
Calculated total energy, hartree: -5665.6675
Energy relative to the best compared isomer or geometry (same formula, charge and spin), kJ/mol: 259.6
⟨S²⟩: 8.764
Highest occupied orbital energy (alpha / beta), Eh: -0.2557 / -0.3020

```
91
C30H47BrCl2N3O6RuSi ωB97M-V/def2-TZVPD
C -2.359 -0.129 -5.736
C -1.438 -0.804 -4.751
H -1.724 0.581 -6.266
H -3.191 0.409 -5.282
H -2.815 -0.794 -6.512
C -0.694 -1.826 -5.225
C -0.750 -2.581 -6.503
H 0.016 -2.325 -4.536
H -0.090 -2.026 -7.225
H -1.744 -2.633 -7.004
H -0.322 -3.612 -6.489
Ru -2.686 1.963 1.473
Cl -4.681 1.694 0.407
C -0.015 -1.425 1.542
O 0.705 -0.776 0.823
N 0.433 -2.121 2.626
C 1.834 -1.962 2.972
C -0.187 -3.385 2.993
H -1.115 -1.513 1.419
H 2.101 -0.900 2.952
H 2.490 -2.505 2.269
H 1.960 -2.364 3.977
H -1.271 -3.249 3.082
H 0.236 -3.687 3.955
H 0.002 -4.161 2.228
H 1.620 2.769 4.773
H 0.560 4.429 5.467
C 1.257 2.650 3.732
C -0.279 4.354 4.762
N 0.208 3.644 3.594
H 0.856 1.644 3.563
C -0.519 3.722 2.477
O -0.534 2.840 1.585
H -1.118 3.762 5.190
H -1.119 4.660 2.386
H 2.096 2.883 3.053
H -0.643 5.342 4.484
H 2.102 0.108 -4.234
H 2.842 -2.638 -3.380
C 3.031 0.106 -3.646
C 3.370 -2.096 -2.585
N 2.842 -0.741 -2.473
H 3.318 1.119 -3.345
C 2.922 -0.170 -1.200
O 3.350 0.947 -0.930
H 3.207 -2.599 -1.624
H 2.537 -0.845 -0.417
H 3.828 -0.308 -4.282
H 4.449 -2.079 -2.818
O -0.569 0.656 -2.877
C -1.523 -0.357 -3.244
C -0.069 -2.123 -2.215
C -1.341 -1.618 -2.378
H 0.742 -1.530 -2.688
C 0.210 -3.187 -1.355
H -2.523 0.086 -3.069
C -2.391 -2.187 -1.624
H 1.218 -3.625 -1.370
C -0.817 -3.759 -0.586
C -2.124 -3.239 -0.727
H -3.314 -1.612 -1.599
H -0.673 -4.715 -0.066
H -2.939 -3.659 -0.143
Si -0.284 2.231 -2.870
Cl -1.918 0.616 -0.009
C 1.001 2.672 -1.592
C -1.621 3.316 -2.075
C 0.002 2.366 -4.643
H 1.197 1.985 -0.760
H 0.692 3.622 -1.146
H 1.910 2.835 -2.177
H 0.849 1.711 -4.813
H 0.157 3.388 -5.028
H -0.816 1.834 -5.133
H -1.076 4.123 -1.579
H -2.376 2.990 -1.358
H -2.146 3.834 -2.885
Br -3.936 3.155 3.268
C -4.671 1.331 3.585
C -6.026 1.165 3.633
C -6.542 -0.133 3.700
C -5.649 -1.194 3.620
C -4.269 -1.059 3.554
C -3.777 0.287 3.624
C -2.312 0.594 3.526
O -1.534 0.959 4.382
O -1.935 0.362 2.292
H -6.624 2.067 3.588
H -7.626 -0.289 3.790
H -6.026 -2.222 3.592
H -3.501 -1.811 3.429
```

Atom charges from the Löwdin analysis, given in e for atoms 1 to 6: -0.062 -0.202 0.067 0.080 0.084 -0.126


Entry 3:
# C48H112Cl2N3O15P2

A 11-piece molecular cluster, C48H112Cl2N3O15P2 overall at a distorted geometry (ωB97M-V/def2-TZVPD, OMol25).

Computed properties:
Frontier orbital gap, eV: 8.502
2S+1: 1
Calculated total energy, hartree: -4792.2407
Highest occupied orbital energy, Eh: -0.2331
Charge: -1

```
182
C48H112Cl2N3O15P2 ωB97M-V/def2-TZVPD
C 1.276 -2.929 5.890
C 2.025 -2.545 4.626
C 3.095 -1.592 5.057
O 3.841 -1.056 3.887
C 4.726 -0.091 4.402
N 2.584 -3.643 3.859
H 4.309 -4.542 2.909
H 2.174 -4.470 4.214
H 2.130 -3.495 2.901
H 0.450 -3.561 5.602
H 0.942 -1.986 6.418
H 1.833 -3.450 6.642
H 1.283 -2.068 3.997
H 3.839 -2.123 5.772
H 2.574 -0.749 5.508
H 5.254 0.502 3.684
H 5.522 -0.499 5.003
H 4.270 0.704 5.051
C -0.847 3.207 -6.637
C 0.680 3.349 -6.863
C 0.931 4.745 -7.254
O 2.267 5.005 -7.641
C 2.566 4.444 -8.916
N 1.392 2.944 -5.638
H 1.201 3.506 -4.116
H 1.082 1.924 -5.591
H 2.408 2.829 -5.883
H -1.107 2.153 -6.545
H -1.327 3.666 -7.492
H -1.217 3.761 -5.679
H 0.991 2.636 -7.669
H 0.686 5.400 -6.427
H 0.229 5.029 -8.072
H 2.009 4.960 -9.773
H 2.277 3.324 -9.056
H 3.635 4.532 -9.180
C 1.405 0.541 2.829
C 1.572 0.526 1.346
C 3.008 0.060 0.923
O 3.093 0.056 -0.498
C 4.432 -0.486 -0.823
N 0.556 -0.373 0.737
H 0.672 -0.317 -0.246
H 0.832 -1.360 1.051
H -0.473 -0.137 0.894
H 2.168 1.083 3.393
H 1.481 -0.490 3.186
H 0.414 0.894 3.085
H 1.292 1.516 1.016
H 3.362 -0.852 1.427
H 3.573 0.873 1.419
H 5.177 0.309 -0.715
H 4.471 -0.787 -1.926
H 4.770 -1.255 -0.192
C -1.511 1.729 9.418
C -2.187 2.982 8.917
C -2.642 2.902 7.448
C -1.542 3.237 6.441
P -1.912 2.571 4.860
C -1.859 0.743 4.807
C -3.144 0.084 5.369
C -3.025 -1.432 5.269
C -3.591 -1.919 3.965
C -3.669 3.091 4.586
C -4.150 2.611 3.201
C -5.645 2.968 2.976
C -6.215 2.751 1.609
C -0.993 3.349 3.498
C 0.514 3.483 3.830
C 1.417 4.093 2.798
C 2.853 3.812 3.164
H -2.113 0.839 9.195
H -1.349 1.601 10.466
H -0.565 1.537 8.950
H -1.469 3.787 8.954
H -3.077 3.238 9.549
H -3.460 3.684 7.240
H -3.101 1.951 7.293
H -0.483 2.883 6.741
H -1.437 4.371 6.292
H -1.023 0.503 5.465
H -1.565 0.490 3.828
H -4.020 0.358 4.760
H -3.333 0.341 6.422
H -3.662 -1.871 5.998
H -2.030 -1.664 5.599
H -4.632 -1.808 4.024
H -3.369 -2.997 3.685
H -3.267 -1.276 3.136
H -3.565 4.200 4.562
H -4.376 2.672 5.264
H -3.942 1.524 3.062
H -3.550 3.104 2.459
H -5.861 4.007 3.200
H -6.217 2.461 3.770
H -6.305 1.753 1.302
H -5.584 3.252 0.880
H -7.197 3.199 1.477
H -1.338 4.424 3.483
H -1.085 2.809 2.548
H 0.956 2.607 4.263
H 0.711 4.213 4.711
H 1.197 5.182 2.731
H 1.235 3.728 1.705
H 3.649 4.405 2.709
H 3.030 2.772 2.790
H 3.131 3.696 4.257
C -3.706 -4.168 -1.647
C -2.399 -4.833 -1.912
C -1.706 -4.120 -3.071
C -1.277 -2.615 -2.746
P -0.390 -1.727 -4.008
C -1.185 -1.882 -5.677
C -0.838 -3.234 -6.282
C -1.908 -3.720 -7.261
C -2.040 -2.777 -8.484
C -0.141 -0.068 -3.461
C -1.285 0.956 -3.662
C -2.268 0.902 -2.477
C -3.291 2.070 -2.501
C 1.283 -2.444 -4.156
C 1.843 -3.000 -2.787
C 3.317 -3.421 -2.928
C 3.709 -3.921 -1.592
H -4.380 -4.495 -2.479
H -3.694 -3.099 -1.608
H -4.273 -4.475 -0.786
H -2.610 -5.861 -2.109
H -1.744 -4.885 -1.045
H -2.307 -4.085 -4.025
H -0.773 -4.710 -3.278
H -0.622 -2.621 -1.875
H -2.061 -1.996 -2.377
H -0.927 -1.038 -6.272
H -2.292 -1.789 -5.449
H -0.842 -3.986 -5.468
H 0.186 -3.192 -6.760
H -2.915 -3.790 -6.828
H -1.600 -4.760 -7.598
H -2.828 -3.114 -9.178
H -1.100 -2.655 -9.041
H -2.237 -1.712 -8.300
H 0.768 0.153 -4.159
H 0.222 0.071 -2.380
H -1.756 0.718 -4.597
H -0.810 1.873 -3.620
H -1.703 0.992 -1.484
H -2.824 0.022 -2.324
H -2.861 3.029 -2.512
H -3.788 2.109 -1.543
H -4.108 1.943 -3.249
H 1.932 -1.613 -4.422
H 1.390 -3.269 -4.886
H 1.197 -3.895 -2.498
H 1.710 -2.287 -2.030
H 3.896 -2.619 -3.354
H 3.351 -4.223 -3.651
H 2.925 -4.634 -1.339
H 3.759 -3.164 -0.830
H 4.611 -4.496 -1.568
Cl -2.249 0.827 1.199
Cl 1.104 1.345 6.649
O 0.435 -4.746 0.187
C 0.375 -3.460 0.604
O 1.337 -3.043 1.293
O -0.640 -2.870 0.250
H 1.249 -5.181 0.527
O 2.117 1.907 -2.563
C 1.731 3.122 -2.178
O 1.960 3.538 -1.032
O 1.094 3.798 -3.115
H 2.362 1.388 -1.795
O 1.679 -1.511 -7.719
C 1.553 -0.094 -7.434
O 0.984 0.097 -6.292
O 1.943 0.623 -8.354
H 2.159 -1.590 -8.539
O 5.137 -2.469 1.851
C 5.558 -3.730 1.532
O 6.325 -3.849 0.672
O 5.124 -4.715 2.358
H 4.638 -2.485 2.651
```

Atom charges from the Löwdin analysis, given in e for atoms 1 to 6: -0.055 -0.463 -0.167 -0.227 -0.136 0.057


Entry 4:
# C4H8N4

C4H8N4 as an isolated structure at a distorted geometry (ωB97M-V/def2-TZVPD, OMol25).

Computed properties:
Frontier orbital gap, eV: 8.365
2S+1: 1
Calculated total energy, hartree: -376.0189
Energy relative to the best compared isomer or geometry (same formula, charge and spin), kJ/mol: 602.7
Highest occupied orbital energy, Eh: -0.3030

```
16
C4H8N4 ωB97M-V/def2-TZVPD
C 1.604 -3.390 -0.267
C 0.278 -0.155 0.053
C -0.524 0.556 -0.811
C -1.300 3.260 0.959
H 2.623 -3.967 -0.120
H 1.174 -3.637 -1.252
H 1.043 -4.106 0.440
H 0.398 -0.011 1.179
H -0.575 -0.084 -1.728
H -0.970 2.630 -1.347
H -1.414 3.490 1.982
H -1.609 3.956 0.152
N 1.526 -2.045 0.298
N 0.653 -1.472 -0.362
N -1.278 1.610 -0.560
N -1.046 1.922 0.779
```

Atom charges from the Löwdin analysis, given in e for atoms 1 to 6: -0.174 -0.139 -0.237 0.008 0.091 0.062


Entry 5:
# C12H20BrClF6N3O7PS4

C12H20BrClF6N3O7PS4 as an isolated structure at a distorted geometry (ωB97M-V/def2-TZVPD, OMol25).

Computed properties:
Frontier orbital gap, eV: 7.240
2S+1: 1
Calculated total energy, hartree: -6727.6377
Highest occupied orbital energy, Eh: -0.3271

```
55
C12H20BrClF6N3O7PS4 ωB97M-V/def2-TZVPD
C -2.898 -1.364 4.075
C -2.509 -1.620 2.597
P -3.054 -3.423 2.327
O -4.236 -3.243 1.201
Br -1.424 -4.367 1.122
C -3.227 -0.535 1.752
C -2.427 -0.721 0.471
S -2.750 0.541 -0.759
C -1.051 -0.637 1.114
C 0.099 0.022 0.512
C 0.553 -0.489 -0.877
C 1.833 -1.346 -0.755
C 1.415 -2.797 -0.626
S 2.762 -3.830 -0.124
O 3.767 -3.822 -1.099
O 3.112 -3.541 1.209
Cl 1.893 -5.698 -0.125
N -1.124 -1.227 2.261
C 0.066 -1.404 3.135
N 0.398 -0.209 3.891
H -2.016 -1.354 4.701
H -3.499 -2.184 4.445
H -3.485 -0.466 4.182
H -4.910 -2.634 1.549
H -4.299 -0.585 1.680
H -2.836 0.368 2.194
H -2.489 -1.721 0.063
H -2.103 0.117 -1.854
H 0.958 0.055 1.164
H -0.222 1.055 0.396
H -0.190 -1.094 -1.382
H 0.835 0.375 -1.457
H 2.381 -1.223 -1.679
H 2.449 -1.022 0.072
H 1.103 -3.162 -1.597
H 0.573 -2.933 0.033
H -0.117 -2.194 3.847
H 0.917 -1.652 2.524
H 0.329 0.615 3.301
H -0.306 -0.058 4.606
C -0.265 2.380 -3.613
F -0.698 1.108 -3.477
F -0.396 2.743 -4.890
F -1.073 3.169 -2.883
S 1.468 2.444 -3.015
O 2.183 1.556 -3.882
O 1.357 2.017 -1.636
N 1.696 3.982 -3.238
S 3.111 4.583 -2.812
O 4.217 4.174 -3.624
O 3.342 4.640 -1.398
C 2.763 6.316 -3.310
F 1.715 6.814 -2.631
F 2.481 6.396 -4.620
F 3.828 7.084 -3.060
```

Atom charges from the Löwdin analysis, given in e for atoms 1 to 6: -0.057 -0.569 0.635 -0.358 0.405 -0.150


Entry 6:
# C28H36FN6O9SScSe

C28H36FN6O9SScSe as an isolated structure (ωB97M-V/def2-TZVPD, OMol25).

Computed properties:
Frontier orbital gap, eV: 5.833
2S+1: 1
Calculated total energy, hartree: -5754.7132
Energy relative to the best compared isomer or geometry (same formula, charge and spin), kJ/mol: 32.0
Highest occupied orbital energy, Eh: -0.0646
Charge: -2

```
83
C28H36FN6O9SScSe ωB97M-V/def2-TZVPD
Sc -0.367 1.210 0.441
C 1.793 2.165 4.292
C 1.699 1.831 2.813
O 0.536 1.891 2.315
C 2.874 1.530 2.140
C 2.995 1.443 0.711
C 4.381 1.591 0.128
N 1.962 1.328 -0.059
N 2.225 1.430 -1.432
C 1.238 2.068 -2.019
O 0.219 2.594 -1.475
C 1.323 2.118 -3.522
C 2.283 1.403 -4.235
C 2.278 1.406 -5.622
C 1.312 2.126 -6.318
C 0.358 2.847 -5.614
C 0.364 2.842 -4.225
H 1.116 1.529 4.868
H 2.806 2.052 4.678
H 1.467 3.198 4.434
H 3.796 1.548 2.707
H 5.135 1.380 0.888
H 4.509 0.936 -0.732
H 4.528 2.612 -0.233
H 3.012 0.834 -3.674
H 3.023 0.836 -6.165
H 1.302 2.120 -7.403
H -0.399 3.410 -6.148
H -0.374 3.386 -3.649
C -1.049 -0.550 4.979
S -0.551 -1.936 3.939
C 1.189 -1.501 4.093
O -0.775 -3.165 4.783
H -0.571 -0.634 5.954
H -2.133 -0.605 5.080
H -0.787 0.378 4.466
H 1.350 -0.522 3.640
H 1.743 -2.238 3.516
H 1.470 -1.523 5.147
C 1.001 -5.581 1.246
N 2.107 -4.848 0.670
C 3.343 -5.346 0.305
C 4.061 -4.302 -0.164
N 3.261 -3.184 -0.083
C 3.626 -1.826 -0.433
C 2.038 -3.506 0.429
Se 0.632 -2.362 0.724
H 1.307 -6.616 1.398
H 0.137 -5.535 0.583
H 0.707 -5.127 2.193
H 3.601 -6.385 0.410
H 5.066 -4.260 -0.545
H 4.624 -1.839 -0.871
H 3.611 -1.193 0.455
H 2.905 -1.406 -1.138
O -1.252 -0.220 0.971
C -1.115 -0.753 -3.839
C -1.299 0.023 -2.557
C -2.527 0.869 -2.344
O -0.454 -0.039 -1.696
H -2.018 -0.786 -4.447
H -0.784 -1.762 -3.593
H -0.319 -0.265 -4.408
H -3.194 0.886 -3.203
H -2.192 1.876 -2.086
H -3.053 0.473 -1.470
F -3.860 -1.720 1.859
C -4.548 -0.759 1.227
C -4.044 0.478 1.071
N -4.771 1.463 0.423
C -4.420 2.897 0.453
C -2.982 3.359 0.763
O -2.937 4.543 1.103
O -2.030 2.549 0.633
C -6.015 1.204 -0.100
O -6.728 2.039 -0.638
N -6.449 -0.101 0.032
C -5.834 -1.150 0.704
O -6.382 -2.236 0.794
H -2.999 0.662 1.381
H -5.077 3.395 1.165
H -4.663 3.313 -0.523
H -7.366 -0.287 -0.345
```

Atom charges from the Löwdin analysis, given in e for atoms 1 to 6: 0.784 -0.040 -0.513 -0.108 -0.053 -0.362